(1)
C12H16Cl2CrF2NO24S2 as an isolated structure at a distorted geometry, computed with ωB97M-V/def2-TZVPD.

For the LUMO energy (alpha / beta), the calculation gives -3.26 / -1.66 eV. For the relative energy (zero: lowest compared OMol25 entry of this formula, charge and spin), the calculation gives 213.19 kJ/mol. The value obtained for the HOMO energy (alpha / beta) is -9.4 / -9.4 eV. The spin multiplicity is 4. As for the orbital gap (alpha / beta): 6.18 / 7.78 eV.

Each line ends with the Löwdin charge.
Geometry (Å):
Cr: -0.450 0.533 0.135  1.180
Cl: -3.101 -1.249 1.789  0.698
O: -1.917 -0.479 1.368  -0.436
O: -2.625 -2.505 2.269  -0.300
O: -3.822 -0.525 2.788  -0.292
O: -3.942 -1.351 0.622  -0.317
Cl: 0.696 1.505 -3.242  0.682
O: 1.627 2.573 -2.998  -0.314
O: -0.455 2.010 -3.892  -0.294
O: 1.288 0.420 -4.005  -0.328
O: 0.377 0.960 -1.929  -0.428
N: -1.154 2.312 0.231  -0.344
S: -0.188 3.773 0.501  0.616
O: 0.179 3.998 1.859  -0.217
O: -0.318 4.862 -0.407  -0.188
F: 1.120 3.046 -0.040  -0.169
S: -2.457 3.162 -0.062  0.481
O: -2.539 3.451 -1.463  -0.217
O: -2.958 4.062 0.927  -0.210
F: -3.427 1.920 0.129  -0.158
C: 4.841 0.068 1.823  -0.104
C: 5.060 -0.488 0.419  -0.070
O: 3.737 -0.411 -0.139  0.120
C: 2.912 0.159 0.708  -0.524
O: 1.787 0.437 0.378  0.070
O: 3.453 0.371 1.908  0.112
H: 5.609 0.803 2.070  0.136
H: 4.991 -0.722 2.562  0.129
H: 5.278 -1.542 0.590  0.130
H: 5.803 -0.022 -0.219  0.138
C: 0.610 1.268 5.649  -0.083
C: 1.210 2.526 5.102  -0.090
O: 1.363 2.262 3.693  0.073
C: 0.456 1.321 3.386  -0.523
O: 0.140 1.019 2.271  0.078
O: -0.024 0.713 4.475  0.107
H: -0.199 1.460 6.353  0.137
H: 1.278 0.547 6.117  0.134
H: 2.246 2.645 5.423  0.135
H: 0.687 3.460 5.295  0.143
C: -3.572 -0.484 -4.403  -0.068
C: -2.809 -1.808 -4.109  -0.083
O: -2.009 -1.444 -2.977  0.084
C: -2.546 -0.346 -2.414  -0.526
O: -2.106 0.151 -1.416  0.084
O: -3.525 0.162 -3.131  0.121
H: -4.625 -0.708 -4.564  0.132
H: -3.145 0.097 -5.215  0.139
H: -2.068 -1.828 -4.912  0.130
H: -3.398 -2.718 -4.171  0.131
C: 0.983 -4.317 -2.026  -0.096
C: -0.436 -4.675 -1.509  -0.082
O: -0.656 -3.604 -0.603  0.115
C: 0.195 -2.605 -0.834  -0.517
O: 0.101 -1.496 -0.384  0.094
O: 1.031 -2.925 -1.801  0.116
H: 1.113 -4.445 -3.099  0.136
H: 1.744 -4.911 -1.518  0.132
H: -0.394 -5.614 -0.962  0.132
H: -1.048 -4.834 -2.396  0.132

***

(2)
C12H16Cl3CrO24 as an isolated structure at a distorted geometry, computed with ωB97M-V/def2-TZVPD.

For the LUMO energy (alpha / beta), the calculation gives -3.11 / -1.42 eV. The value obtained for the HOMO energy (alpha / beta) is -9.3 / -9.3 eV. The spin multiplicity is 4. As for the orbital gap (alpha / beta): 6.18 / 7.87 eV.

Each line ends with the Löwdin charge.
Geometry (Å):
Cr: -4.523 0.490 20.478  1.259
Cl: -3.780 -0.647 17.174  0.704
O: -4.376 0.347 16.340  -0.293
O: -4.370 -0.569 18.529  -0.401
O: -3.994 -1.971 16.703  -0.279
O: -2.374 -0.348 17.325  -0.331
Cl: -4.326 3.828 22.160  0.683
O: -4.328 3.884 23.586  -0.312
O: -5.328 4.672 21.588  -0.307
O: -3.040 4.151 21.594  -0.338
O: -4.616 2.432 21.781  -0.426
Cl: -7.981 0.890 20.445  0.717
O: -8.589 1.033 19.168  -0.271
O: -7.911 2.139 21.125  -0.275
O: -8.578 -0.163 21.196  -0.290
O: -6.553 0.508 20.157  -0.435
C: -1.540 -3.744 22.286  -0.079
C: -3.012 -4.153 22.592  -0.066
O: -3.675 -2.906 22.380  0.091
C: -2.930 -2.108 21.605  -0.495
O: -3.368 -1.132 21.073  0.080
O: -1.664 -2.492 21.618  0.119
H: -1.090 -4.500 21.649  0.133
H: -0.976 -3.602 23.205  0.133
H: -3.079 -4.379 23.650  0.134
H: -3.289 -4.931 21.889  0.137
C: -5.025 4.133 16.316  -0.093
C: -3.812 4.774 16.971  -0.094
O: -3.503 3.883 18.038  0.096
C: -4.550 3.093 18.257  -0.515
O: -4.580 2.195 19.043  0.085
O: -5.514 3.288 17.351  0.108
H: -4.846 3.557 15.409  0.136
H: -5.759 4.897 16.060  0.133
H: -3.976 5.762 17.404  0.136
H: -3.000 4.945 16.264  0.132
C: -6.733 -1.421 25.225  -0.093
C: -7.082 0.067 25.331  -0.068
O: -6.446 0.606 24.167  0.114
C: -5.995 -0.363 23.383  -0.525
O: -5.370 -0.184 22.379  0.072
O: -6.293 -1.567 23.877  0.093
H: -7.643 -2.004 25.358  0.133
H: -5.971 -1.795 25.905  0.131
H: -6.607 0.461 26.228  0.134
H: -8.139 0.311 25.298  0.139
C: 0.178 2.400 18.838  -0.087
C: 0.767 1.631 20.001  -0.087
O: -0.346 0.819 20.411  0.106
C: -1.465 1.415 19.970  -0.512
O: -2.555 1.105 20.350  0.065
O: -1.205 2.435 19.172  0.114
H: 0.357 1.894 17.887  0.141
H: 0.566 3.412 18.745  0.140
H: 1.148 2.247 20.814  0.138
H: 1.577 0.987 19.663  0.134

***

(3)
A 2-piece molecular cluster, C12H16N2O overall at a distorted geometry, computed with ωB97M-V/def2-TZVPD.

For the LUMO energy, the calculation gives 0.54 eV. For the relative energy (zero: lowest compared OMol25 entry of this formula, charge and spin), the calculation gives 198.83 kJ/mol. The value obtained for the HOMO energy is -8.2 eV. The spin multiplicity is 1. The SMILES is CCc1c[nH]cn1.Cc1ccc(O)cc1. As for the orbital gap: 8.73 eV.

Each line ends with the Löwdin charge.
Geometry (Å):
C: 0.565 -1.271 -3.567  -0.095
C: -0.207 -1.644 -2.286  -0.193
C: -1.328 -0.821 -1.717  -0.342
C: -2.383 -1.254 -0.913  -0.069
N: -3.119 -0.129 -0.693  0.029
C: -2.500 0.932 -1.309  -0.171
N: -1.416 0.501 -1.928  0.084
H: -0.038 -0.764 -4.323  0.070
H: 0.661 -2.201 -4.098  0.050
H: 1.558 -0.809 -3.493  0.072
H: -0.570 -2.648 -2.499  0.100
H: 0.418 -1.804 -1.394  0.109
H: -2.587 -2.183 -0.437  0.109
H: -3.915 0.052 -0.100  0.147
H: -2.868 1.938 -1.342  0.112
C: 2.797 1.605 0.268  -0.058
C: 1.768 0.941 1.200  -0.272
C: 2.049 1.065 2.601  -0.068
C: 1.246 0.568 3.564  -0.013
C: -0.013 0.098 3.075  -0.330
O: -0.772 -0.361 4.140  0.013
C: -0.442 0.141 1.801  -0.019
C: 0.547 0.444 0.800  -0.033
H: 3.022 2.639 0.534  0.068
H: 2.371 1.727 -0.746  0.078
H: 3.720 1.007 0.407  0.085
H: 2.886 1.759 2.768  0.116
H: 1.358 0.661 4.680  0.138
H: -1.615 -0.711 3.800  0.104
H: -1.416 -0.159 1.416  0.093
H: 0.222 0.679 -0.210  0.086

***

(4)
The molecule C12H16N2O2S, computed with ωB97M-V/def2-TZVPD.

For the LUMO energy, the calculation gives 0.66 eV. For the relative energy (zero: lowest compared OMol25 entry of this formula, charge and spin), the calculation gives 17.47 kJ/mol. The value obtained for the HOMO energy is -8.1 eV. The spin multiplicity is 1. The SMILES is CCc1cc2c(=O)n(CCO)c(CC)nc2s1. As for the orbital gap: 8.80 eV.

Each line ends with the Löwdin charge.
Geometry (Å):
C: 4.027 -3.106 -2.066  -0.106
C: 4.188 -1.672 -1.558  -0.268
C: 2.876 -1.092 -1.155  -0.526
C: 2.416 -0.845 0.096  -0.052
C: 1.098 -0.319 0.104  -0.158
C: 0.296 0.081 1.228  -0.365
O: 0.623 0.054 2.398  0.073
N: -0.991 0.542 0.860  0.069
C: -1.821 0.962 1.973  -0.116
C: -1.535 2.418 2.363  -0.237
O: -2.598 2.853 3.179  -0.055
C: -1.390 0.652 -0.439  -0.289
C: -2.763 1.150 -0.785  -0.169
C: -3.768 -0.006 -0.790  -0.079
N: -0.648 0.310 -1.444  0.114
C: 0.575 -0.175 -1.171  -0.528
S: 1.696 -0.683 -2.383  1.106
H: 4.993 -3.515 -2.352  0.070
H: 3.598 -3.736 -1.289  0.079
H: 3.369 -3.127 -2.931  0.062
H: 4.631 -1.061 -2.348  0.107
H: 4.856 -1.658 -0.695  0.113
H: 2.977 -1.022 0.995  0.125
H: -2.878 0.858 1.739  0.115
H: -1.580 0.318 2.822  0.135
H: -1.468 3.038 1.455  0.122
H: -0.576 2.470 2.890  0.124
H: -2.359 3.688 3.594  0.091
H: -3.088 1.936 -0.105  0.105
H: -2.702 1.562 -1.792  0.118
H: -4.752 0.361 -1.072  0.074
H: -3.458 -0.760 -1.509  0.079
H: -3.843 -0.475 0.188  0.069

***

(5)
The molecule C12H16N2O3 at a distorted geometry, computed with ωB97M-V/def2-TZVPD.

For the LUMO energy, the calculation gives 0.39 eV. For the relative energy (zero: lowest compared OMol25 entry of this formula, charge and spin), the calculation gives 439.94 kJ/mol. The value obtained for the HOMO energy is -8.9 eV. The spin multiplicity is 1. The SMILES is C[C@H](NC(=O)[C@@H](N)Cc1ccccc1)C(=O)O. As for the orbital gap: 9.28 eV.

Each line ends with the Löwdin charge.
Geometry (Å):
C: -2.531 -1.513 3.231  -0.001
C: -1.415 -0.859 2.192  -0.170
N: -0.279 -1.856 1.894  0.118
C: 0.853 -1.568 1.291  -0.435
O: 1.930 -2.229 1.479  0.019
C: 0.779 -0.269 0.370  -0.339
N: 2.139 0.125 0.298  0.069
C: 0.071 -0.606 -0.904  -0.112
C: 0.230 0.433 -2.059  -0.233
C: -0.368 1.696 -1.966  -0.040
C: -0.302 2.542 -3.138  -0.063
C: 0.262 2.069 -4.376  -0.133
C: 1.034 0.945 -4.313  -0.095
C: 1.214 0.166 -3.043  -0.012
C: -0.773 0.214 3.012  -0.462
O: -1.469 1.138 3.405  0.104
O: 0.616 0.217 2.989  0.092
H: -2.660 -0.842 4.044  0.055
H: -1.928 -2.217 3.854  0.076
H: -3.310 -2.182 2.783  0.097
H: -2.145 -0.328 1.527  0.167
H: -0.004 -2.211 2.764  0.117
H: 0.129 0.332 0.983  0.103
H: 2.880 -0.466 -0.134  0.114
H: 2.365 1.059 0.015  0.077
H: 0.574 -1.421 -1.340  0.086
H: -0.956 -1.062 -0.740  0.141
H: -1.024 1.737 -1.136  0.093
H: -0.779 3.582 -3.103  0.114
H: 0.285 2.773 -5.216  0.100
H: 1.709 0.739 -5.230  0.122
H: 1.805 -0.767 -3.137  0.108
H: 1.067 0.627 3.705  0.125

***

(6)
The molecule C12H16N2O5 at a distorted geometry, computed with ωB97M-V/def2-TZVPD.

For the LUMO energy, the calculation gives 0.24 eV. For the relative energy (zero: lowest compared OMol25 entry of this formula, charge and spin), the calculation gives 603.55 kJ/mol. The value obtained for the HOMO energy is -8.1 eV. The spin multiplicity is 1. The SMILES is N[C@@H](Cc1ccc(O)cc1)C(=O)N[C@@H](CO)C(=O)O. As for the orbital gap: 8.36 eV.

Each line ends with the Löwdin charge.
Geometry (Å):
N: 0.455 1.243 1.474  0.000
C: 0.537 -0.255 0.690  -0.134
C: -0.550 -1.276 1.212  -0.117
C: -2.018 -0.989 0.781  -0.206
C: -2.615 0.141 1.382  -0.068
C: -3.610 0.799 0.691  -0.045
C: -4.046 0.289 -0.494  -0.301
O: -5.085 1.034 -1.078  0.005
C: -3.616 -0.994 -0.981  -0.049
C: -2.613 -1.668 -0.359  -0.058
C: 0.510 -0.205 -0.951  -0.391
O: -0.440 -0.276 -1.661  0.120
N: 1.781 0.049 -1.464  0.100
C: 3.097 0.218 -0.918  -0.233
C: 3.349 1.599 -0.249  -0.278
O: 2.547 2.609 -0.672  -0.060
C: 3.717 -0.930 -0.151  -0.486
O: 4.506 -0.828 0.740  0.138
O: 3.209 -2.210 -0.333  0.065
H: -0.536 1.601 1.132  0.085
H: 0.632 1.322 2.527  0.080
H: 1.511 -0.438 1.135  0.096
H: -0.264 -2.157 0.774  0.067
H: -0.561 -1.324 2.363  0.140
H: -2.321 0.504 2.379  0.118
H: -4.176 1.703 1.039  0.140
H: -5.562 0.427 -1.692  0.107
H: -4.516 -1.462 -1.545  0.142
H: -2.251 -2.650 -0.765  0.131
H: 1.712 -0.373 -2.412  0.161
H: 3.827 0.160 -1.733  0.164
H: 4.450 1.782 -0.344  0.129
H: 3.147 1.533 0.952  0.154
H: 2.893 3.427 -0.196  0.141
H: 2.900 -2.402 -1.275  0.144

***

(7)
The molecule C12H16N2OS at a distorted geometry, computed with ωB97M-V/def2-TZVPD.

For the LUMO energy, the calculation gives -0.08 eV. For the relative energy (zero: lowest compared OMol25 entry of this formula, charge and spin), the calculation gives 300.67 kJ/mol. The value obtained for the HOMO energy is -8.3 eV. The spin multiplicity is 1. The SMILES is CCCCCCn1sc2ncccc2c1=O. As for the orbital gap: 8.24 eV.

Each line ends with the Löwdin charge.
Geometry (Å):
C: 3.543 -2.132 -0.303  -0.173
C: 2.150 -1.984 0.028  -0.329
C: 1.594 -0.603 -0.357  -0.249
C: 2.119 0.562 0.506  -0.188
C: 1.620 1.970 -0.025  -0.182
C: 0.463 2.462 0.755  -0.193
N: -0.757 1.542 0.888  -0.336
S: -1.160 0.314 1.982  1.034
C: -2.505 -0.256 0.968  -0.509
N: -3.352 -1.224 1.339  0.079
C: -4.255 -1.454 0.355  -0.122
C: -4.395 -0.831 -0.891  -0.057
C: -3.458 0.129 -1.259  0.035
C: -2.542 0.475 -0.238  -0.148
C: -1.550 1.582 -0.309  -0.392
O: -1.038 2.338 -1.160  0.008
H: 3.871 -1.482 -1.237  0.109
H: 4.067 -1.537 0.529  0.089
H: 4.043 -3.149 -0.531  0.098
H: 1.330 -2.653 -0.540  0.149
H: 2.011 -2.194 1.102  0.108
H: 1.784 -0.420 -1.375  0.092
H: 0.481 -0.479 -0.250  0.096
H: 3.253 0.497 0.444  0.110
H: 1.739 0.507 1.614  0.120
H: 2.415 2.641 0.090  0.095
H: 1.355 1.801 -1.062  0.106
H: 0.751 2.740 1.740  0.104
H: 0.132 3.417 0.315  0.128
H: -5.142 -2.174 0.519  0.136
H: -5.087 -1.184 -1.473  0.042
H: -3.483 0.777 -2.162  0.140

***

(8)
The molecule C12H16N6O3 at a distorted geometry, computed with ωB97M-V/def2-TZVPD.

For the LUMO energy, the calculation gives 0.62 eV. For the relative energy (zero: lowest compared OMol25 entry of this formula, charge and spin), the calculation gives 321.22 kJ/mol. The value obtained for the HOMO energy is -8.3 eV. The spin multiplicity is 1. The SMILES is N[C@@H](Cc1c[nH]cn1)C(=O)N[C@@H](Cc1c[nH]cn1)C(=O)O. As for the orbital gap: 8.88 eV.

Each line ends with the Löwdin charge.
Geometry (Å):
N: -0.553 3.532 -1.022  0.037
C: -1.283 2.515 -0.218  -0.297
C: -1.967 1.426 -1.105  -0.067
C: -2.187 0.045 -0.419  -0.286
C: -2.186 -0.300 0.880  -0.066
N: -2.653 -1.625 0.955  0.053
C: -2.808 -2.028 -0.303  -0.239
N: -2.709 -1.014 -1.159  0.090
C: -0.264 1.949 0.745  -0.491
O: -0.576 1.749 1.894  0.047
N: 0.915 1.688 0.131  0.142
C: 1.968 0.916 0.778  -0.212
C: 1.562 -0.403 1.397  -0.068
C: 1.401 -1.518 0.436  -0.272
C: 0.902 -2.740 0.691  -0.131
N: 0.430 -3.354 -0.402  0.066
C: 0.948 -2.471 -1.420  -0.181
N: 1.526 -1.475 -0.916  0.119
C: 3.102 0.674 -0.181  -0.494
O: 3.082 1.018 -1.327  0.109
O: 3.986 -0.322 0.188  0.063
H: -0.299 4.403 -0.577  0.078
H: -1.000 3.867 -1.872  0.077
H: -2.075 2.935 0.471  0.154
H: -1.341 1.272 -2.035  0.129
H: -2.957 1.858 -1.406  0.121
H: -1.914 0.293 1.824  0.135
H: -2.792 -2.222 1.750  0.141
H: -3.077 -3.077 -0.546  0.124
H: 1.328 2.297 -0.589  0.145
H: 2.424 1.552 1.519  0.156
H: 0.608 -0.300 1.830  0.090
H: 2.236 -0.555 2.221  0.130
H: 0.721 -3.178 1.597  0.094
H: 0.213 -4.370 -0.541  0.165
H: 0.767 -2.755 -2.568  0.158
H: 4.522 -0.283 -0.702  0.179

***

Number 1: M 783.28 g/mol. Number 2: M 702.59 g/mol. Number 3: M 204.27 g/mol. Number 4: M 252.34 g/mol. Number 5: M 236.27 g/mol. Number 6: M 268.27 g/mol. Number 7: M 236.34 g/mol. Number 8: M 292.30 g/mol.